(1)
76
Properties=species:S:1:pos:R:3:lowdin_spin:R:1 method="wB97M-V/def2-TZVPD" multiplicity=6 homo_energy_ev="-6.379 / -7.420" total_energy_ha=-3462.8279 e_lumo_ev="-0.9777 / -1.6355"
Fe -0.1004 -0.3389 0.3560 2.7317
C -2.9276 5.4950 0.9346 0.0148
C -2.7529 5.5551 -0.4561 0.0389
C -2.0583 4.5679 -1.1335 0.0135
C -1.5412 3.5217 -0.3827 0.0426
C -0.8048 2.3279 -0.7516 0.1329
N -0.5685 2.0104 -2.0291 0.0337
C -0.0355 0.8629 -2.3369 0.0573
C 0.2740 0.5222 -3.7355 -0.0010
C 0.0812 1.2289 -4.9078 0.0075
C 0.4898 0.6220 -6.0883 -0.0022
C 1.0767 -0.6449 -6.0807 0.0090
C 1.2709 -1.3408 -4.8938 -0.0022
C 0.8527 -0.7305 -3.7284 0.0064
C 0.9149 -1.1681 -2.3160 0.0020
N 1.4692 -2.2485 -1.9704 0.0482
C 1.5043 -2.6383 -0.6067 0.0410
N 1.4863 -1.5735 0.4247 0.0330
C 2.1928 -2.0028 1.4434 0.0225
N 2.1237 -1.6070 2.7248 0.0536
C 1.1734 -0.7797 3.0569 0.0333
N 0.2890 -0.1202 2.2652 0.0135
C -0.3855 0.8001 3.0696 0.1534
N -1.0368 1.8554 2.7014 -0.0201
C -1.0587 2.2502 1.4302 0.2161
N -0.4814 1.6241 0.3504 -0.0074
C -1.7154 3.4600 0.9977 0.0279
C -2.4128 4.4494 1.6809 0.0335
C -0.0622 0.5414 4.4730 0.0050
C -0.5075 1.1100 5.6527 0.0236
C 0.0802 0.6687 6.8308 -0.0014
C 1.0960 -0.2909 6.8214 0.0266
C 1.5513 -0.8399 5.6298 -0.0009
C 0.9458 -0.4096 4.4650 0.0221
C 3.0574 -3.1252 1.0470 0.0027
C 4.0654 -3.7860 1.7274 0.0032
C 4.7218 -4.8088 1.0571 0.0005
C 4.3633 -5.1544 -0.2464 0.0031
C 3.3340 -4.4968 -0.9114 0.0004
C 2.6902 -3.4780 -0.2388 0.0062
N 0.3249 -0.1666 -1.5245 0.0279
H -3.4797 6.2840 1.4290 -0.0001
H -3.1735 6.3888 -1.0032 0.0019
H -1.9210 4.5985 -2.2061 0.0001
H -0.3720 2.2109 -4.8939 0.0002
H 0.3546 1.1355 -7.0312 -0.0004
H 1.3860 -1.0876 -7.0187 0.0006
H 1.7302 -2.3201 -4.8712 -0.0002
H -2.5468 4.3939 2.7529 0.0014
H -1.2833 1.8636 5.6486 0.0010
H -0.2480 1.0768 7.7780 -0.0008
H 1.5337 -0.6045 7.7601 0.0016
H 2.3447 -1.5747 5.6020 -0.0004
H 4.3296 -3.5029 2.7376 0.0000
H 5.5258 -5.3432 1.5456 0.0000
H 4.8998 -5.9504 -0.7467 0.0002
H 3.0549 -4.7601 -1.9236 0.0001
O -2.2017 -0.1525 0.3132 0.1084
C -3.2380 -0.8141 -0.0711 0.0115
C -4.5232 -0.2136 0.0272 0.0075
C -5.6517 -0.8433 -0.4256 0.0038
C -5.5864 -2.1221 -1.0045 0.0053
C -4.3635 -2.7361 -1.0988 0.0020
C -3.1893 -2.1145 -0.6416 0.0077
C -1.9259 -2.8009 -0.6664 0.0321
N -0.8472 -2.4014 -0.0604 0.1104
C 0.1855 -3.4118 -0.2178 0.0899
C -0.4127 -4.4022 -1.1417 0.5214
N -1.7209 -3.9963 -1.3204 0.1717
H -4.5654 0.7751 0.4676 0.0001
H -6.6110 -0.3474 -0.3359 0.0003
H -6.4811 -2.6177 -1.3545 0.0003
H -4.3224 -3.7373 -1.5143 -0.0004
H 0.4233 -3.8466 0.7700 0.0358
H 0.0132 -5.2501 -1.6442 0.0323
H -2.3910 -4.4393 -1.9207 0.0023

=====

(2)
84
Properties=species:S:1:pos:R:3:lowdin_spin:R:1 method="wB97M-V/def2-TZVPD" de_lowest_ev=0.000 multiplicity=2 homo_energy_ev="-7.395 / -7.363" total_energy_ha=-6429.7355 e_lumo_ev="-0.3310 / -0.5262"
Ru 0.3168 -0.7526 -0.7922 0.9139
O 0.2936 0.5113 -5.1021 -0.0007
C 0.8692 0.3524 -4.0618 -0.0004
O 1.1162 -0.8898 -3.6117 -0.0002
C 1.2858 1.4962 -3.1751 -0.0015
P 0.2722 1.4755 -1.6275 -0.0054
C 0.7243 3.0627 -0.8538 -0.0007
C 1.8839 3.7642 -1.1632 -0.0003
C 2.1650 4.9656 -0.5247 0.0000
C 1.3012 5.4646 0.4374 -0.0003
C 0.1481 4.7607 0.7643 0.0000
C -0.1366 3.5666 0.1236 -0.0004
C -1.4097 1.9271 -2.2123 -0.0019
C -2.5079 1.1746 -1.8171 0.0005
C -3.7879 1.5130 -2.2413 0.0002
C -3.9758 2.6102 -3.0656 0.0000
C -2.8853 3.3822 -3.4515 -0.0001
C -1.6145 3.0481 -3.0187 -0.0004
H 1.1606 2.4277 -3.7238 -0.0003
H 2.3243 1.3700 -2.8680 0.0002
H 2.5760 3.3841 -1.9022 0.0000
H 3.0681 5.5065 -0.7753 0.0000
H 1.5258 6.3984 0.9365 0.0000
H -0.5299 5.1453 1.5156 0.0000
H -1.0455 3.0284 0.3699 0.0000
H -2.3629 0.3243 -1.1598 0.0011
H -4.6337 0.9136 -1.9290 0.0000
H -4.9704 2.8698 -3.4044 0.0000
H -3.0293 4.2462 -4.0870 0.0000
H -0.7717 3.6651 -3.3094 0.0000
I 0.6339 -5.3631 1.8848 0.0005
C -0.3589 -4.9305 0.1065 0.0017
C -1.0090 -5.9570 -0.5952 -0.0014
C -1.6544 -5.7030 -1.7742 0.0014
I -2.5545 -7.3029 -2.7798 0.0001
C -1.7045 -4.3850 -2.2912 -0.0003
C -2.3297 -4.0061 -3.4985 0.0071
C -2.3116 -2.7002 -3.8951 -0.0003
C -1.6916 -1.7453 -3.0788 0.0084
N -1.1083 -2.0545 -1.9379 0.0078
C -1.0725 -3.3610 -1.5520 0.0020
C -0.3255 -3.6262 -0.3610 -0.0012
O 0.3279 -2.6692 0.2053 -0.0042
H -0.9820 -6.9647 -0.2042 -0.0001
H -2.8102 -4.7581 -4.1101 0.0004
H -2.7669 -2.3917 -4.8254 -0.0001
H -1.6751 -0.7059 -3.3713 0.0003
F 2.7339 4.9278 3.4948 0.0001
C 2.2937 3.7428 3.0857 0.0004
C 1.1090 3.2362 3.5735 0.0001
F 0.4081 3.9330 4.4656 0.0000
C 0.6587 1.9957 3.1479 0.0007
F -0.4657 1.5608 3.7293 0.0002
C 1.3378 1.2439 2.1993 0.0028
P 0.7945 -0.3961 1.5321 0.0105
C 1.9713 -1.4656 2.4000 0.0036
C 2.0489 -1.4260 3.7904 0.0005
C 2.9801 -2.2098 4.4537 0.0002
C 3.8455 -3.0177 3.7278 0.0000
C 3.7739 -3.0509 2.3423 0.0001
C 2.8325 -2.2822 1.6763 0.0022
C -0.8694 -0.6885 2.1851 -0.0010
C -1.8797 0.1517 1.7147 0.0004
C -3.1984 -0.0764 2.0665 0.0003
C -3.5180 -1.1614 2.8743 -0.0006
C -2.5178 -2.0098 3.3242 0.0003
C -1.1925 -1.7772 2.9813 -0.0009
C 2.5476 1.7765 1.7363 0.0011
Br 3.6438 0.8273 0.5377 0.0138
C 3.0250 2.9944 2.1805 0.0001
F 4.1942 3.4777 1.7639 0.0003
H 1.3819 -0.7843 4.3562 0.0000
H 3.0336 -2.1856 5.5344 0.0000
H 4.5760 -3.6260 4.2456 0.0000
H 4.4428 -3.6872 1.7782 0.0000
H 2.7496 -2.3266 0.5976 0.0018
H -1.6268 0.9917 1.0745 -0.0002
H -3.9762 0.5844 1.7055 0.0000
H -4.5489 -1.3489 3.1454 0.0000
H -2.7684 -2.8672 3.9354 0.0000
H -0.4199 -2.4592 3.3099 -0.0001
F 1.9038 -2.6820 -2.3906 -0.0012
B 1.7997 -1.3361 -2.4482 0.0127
F 2.9186 -0.6670 -2.0187 0.0265

=====

(3)
85
Properties=species:S:1:pos:R:3:lowdin_spin:R:1 method="wB97M-V/def2-TZVPD" de_lowest_ev=0.052 total_charge=+2 multiplicity=5 homo_energy_ev="-13.574 / -14.140" total_energy_ha=-12670.2923 e_lumo_ev="-5.9849 / -7.9506"
Pd -0.2965 0.4180 -1.3161 1.4557
Br -4.1987 -2.2676 0.9860 0.0689
C -3.5158 -0.6099 1.4542 0.1902
C -3.9959 0.0699 2.5592 -0.0160
C -3.4933 1.3132 2.9031 0.2239
Br -4.1795 2.1585 4.4113 0.0896
C -2.4561 1.9488 2.1315 0.0200
C -1.8901 3.1993 2.4283 0.0170
C -0.8832 3.6881 1.6334 0.0033
C -0.4491 2.9346 0.5413 0.0225
N -0.9880 1.7676 0.2372 0.1192
C -1.9645 1.2671 1.0160 0.0593
C -2.4690 -0.0539 0.6384 0.1027
O -1.9876 -0.6568 -0.3406 0.2792
H -4.7742 -0.3769 3.1626 -0.0035
H -2.2409 3.7625 3.2824 0.0014
H -0.4190 4.6414 1.8418 0.0003
H 0.3512 3.2830 -0.0991 0.0039
C -5.6791 4.1825 1.0561 0.0000
C -5.0324 3.2873 0.0374 0.0000
C -3.9714 3.7416 -0.7478 0.0013
C -3.3898 2.9271 -1.7050 -0.0005
C -3.8715 1.6375 -1.8772 0.0010
C -4.9193 1.1559 -1.1038 0.0008
C -5.4970 1.9865 -0.1557 0.0022
S -3.1084 0.5400 -3.0471 0.0084
C -3.6359 1.3030 -4.5723 0.0069
O -1.6131 0.8815 -3.0093 0.0755
H -5.1243 5.1102 1.1841 0.0000
H -5.7563 3.6874 2.0245 0.0004
H -6.6931 4.4401 0.7472 -0.0001
H -3.6100 4.7544 -0.6164 0.0001
H -2.5622 3.2836 -2.3070 0.0000
H -5.2793 0.1423 -1.2413 0.0001
H -6.3248 1.6214 0.4407 0.0000
H -3.1990 2.2987 -4.6294 0.0002
H -4.7236 1.3527 -4.5714 0.0012
H -3.2869 0.6777 -5.3911 0.0000
F 5.1232 -3.0268 -3.9946 0.0179
C 4.3381 -1.9972 -3.7460 0.0512
C 2.9626 -2.1247 -3.9041 -0.0051
F 2.4425 -3.2755 -4.3050 -0.0051
C 2.1514 -1.0450 -3.6261 0.0426
F 0.8289 -1.1789 -3.7623 0.0227
C 2.6782 0.1684 -3.1937 0.0784
Se 1.5856 1.6326 -2.7790 0.8578
C 4.0613 0.2766 -3.0562 0.0478
F 4.5987 1.4192 -2.6424 0.0169
C 4.8903 -0.7956 -3.3230 -0.0069
F 6.2026 -0.6873 -3.1786 -0.0056
O 1.5745 0.2582 -0.2625 0.1174
As 2.1277 -1.0471 0.6600 0.0106
C 3.9888 -1.2515 0.3414 0.0043
C 4.8106 -0.1291 0.4242 0.0009
C 6.1642 -0.2590 0.1569 0.0001
C 6.6867 -1.4982 -0.1939 0.0004
C 5.8621 -2.6114 -0.2833 0.0004
C 4.5053 -2.4928 -0.0171 0.0011
C 1.2191 -2.6701 0.2235 0.0009
C 0.5729 -2.8152 -0.9981 0.0052
C -0.0825 -3.9976 -1.3046 0.0008
C -0.0800 -5.0396 -0.3875 0.0002
C 0.5735 -4.9018 0.8308 0.0003
C 1.2223 -3.7168 1.1427 0.0002
C 1.7629 -0.6920 2.4987 0.0013
C 0.4292 -0.7053 2.9035 0.0012
C 0.1101 -0.4222 4.2203 0.0001
C 1.1216 -0.1329 5.1306 0.0006
C 2.4486 -0.1337 4.7279 0.0000
C 2.7759 -0.4155 3.4072 0.0007
H 4.3978 0.8400 0.6802 0.0002
H 6.8110 0.6056 0.2166 0.0000
H 7.7433 -1.5947 -0.4043 0.0000
H 6.2742 -3.5721 -0.5611 0.0000
H 3.8610 -3.3607 -0.0897 0.0001
H 0.6083 -2.0208 -1.7410 0.0044
H -0.5823 -4.1069 -2.2574 0.0001
H -0.5839 -5.9670 -0.6246 0.0000
H 0.5766 -5.7184 1.5398 0.0000
H 1.7182 -3.6092 2.1007 0.0000
H -0.3511 -0.9713 2.1968 0.0008
H -0.9219 -0.4478 4.5473 0.0001
H 0.8735 0.0788 6.1619 0.0000
H 3.2324 0.0777 5.4421 0.0000
H 3.8135 -0.4237 3.0964 0.0000

=====

(4)
84
Properties=species:S:1:pos:R:3:lowdin_spin:R:1 method="wB97M-V/def2-TZVPD" de_lowest_ev=1.305 total_charge=+2 multiplicity=2 homo_energy_ev="-13.952 / -14.015" total_energy_ha=-6215.6859 e_lumo_ev="-7.7328 / -8.2569"
V 0.1347 0.1793 0.0961 0.7998
Cl -6.3320 2.9936 1.3375 -0.0035
C -4.7119 2.4877 1.1826 -0.0064
C -3.7148 3.1578 1.9083 0.0086
C -2.3959 2.7721 1.7974 -0.0061
Cl -1.1267 3.5385 2.6562 -0.0026
C -2.0358 1.6892 0.9585 0.0066
O -0.8227 1.2916 0.8285 -0.0248
C -3.0644 0.9881 0.2509 -0.0036
C -2.6825 -0.1897 -0.4628 0.0140
O -1.5335 -0.6767 -0.4640 0.0041
C -4.3919 1.4199 0.3573 0.0064
H -3.9727 3.9799 2.5580 0.0004
H -3.4702 -0.7276 -1.0097 0.0003
H -5.1676 0.9191 -0.1990 0.0003
C 7.0682 -1.2988 -1.7523 0.0000
C 6.1773 -2.5376 -1.7950 0.0004
C 6.3118 -3.2461 -3.1401 0.0001
C 5.4852 -4.5230 -3.1368 0.0000
C 4.0624 -4.1897 -2.8193 0.0003
C 3.0349 -4.9812 -3.2910 0.0016
C 1.7076 -4.6606 -3.0154 0.0009
F 0.7369 -5.4364 -3.4911 0.0002
C 1.3790 -3.5601 -2.2646 -0.0005
C 2.4049 -2.7537 -1.7616 0.0030
C 2.0509 -1.6202 -0.9387 0.0024
O 0.8330 -1.4051 -0.6317 0.0242
C 3.1333 -0.8430 -0.4656 0.0049
C 4.4342 -1.1861 -0.7923 -0.0019
N 4.7556 -2.2230 -1.5483 0.0054
C 3.7623 -3.0475 -2.0446 0.0029
C 2.9152 0.2824 0.4954 0.0031
O 3.8138 0.8518 1.0573 0.0095
O 1.6417 0.5184 0.6817 -0.0137
H 8.0492 -1.5655 -2.1400 0.0000
H 7.2188 -0.9205 -0.7438 0.0000
H 6.6649 -0.5081 -2.3821 0.0000
H 6.4874 -3.2291 -0.9990 0.0003
H 7.3600 -3.4806 -3.3165 0.0000
H 5.9764 -2.5841 -3.9406 0.0000
H 5.8711 -5.2197 -2.3845 0.0000
H 5.5473 -5.0249 -4.1022 0.0000
H 3.2494 -5.8539 -3.8895 0.0001
H 0.3525 -3.3077 -2.0539 -0.0001
H 5.2212 -0.5664 -0.3889 -0.0002
C 3.2291 -1.3066 4.9896 0.0058
C 3.4827 -1.7296 3.6931 0.0000
C 2.4423 -1.8535 2.7912 0.0042
C 1.1379 -1.5552 3.1832 0.0102
C 0.8838 -1.1557 4.4951 0.0048
C 1.9305 -1.0401 5.3938 0.0006
Ge -0.3948 -1.8867 1.9622 0.0290
C -0.3893 -3.6029 0.9793 0.0030
C 0.5067 -4.5936 1.3752 0.0015
C 0.4465 -5.8459 0.7880 0.0002
C -0.4891 -6.1071 -0.2009 0.0017
C -1.3783 -5.1206 -0.6003 0.0001
C -1.3293 -3.8688 -0.0131 0.0011
C -2.1462 -1.2900 2.6786 0.0101
C -3.2285 -2.1646 2.5972 0.0034
C -4.4125 -1.8575 3.2449 0.0011
C -4.5280 -0.6751 3.9592 0.0039
C -3.4541 0.1983 4.0409 0.0001
C -2.2645 -0.1045 3.4025 0.0036
H 4.0438 -1.1914 5.6875 0.0003
H 4.4915 -1.9636 3.3896 -0.0001
H 2.6359 -2.1933 1.7788 0.0000
H -0.1313 -0.9680 4.8225 0.0002
H 1.7291 -0.7388 6.4107 0.0000
H 1.2243 -4.3923 2.1626 0.0000
H 1.1245 -6.6202 1.1133 0.0000
H -0.5301 -7.0822 -0.6598 0.0001
H -2.1098 -5.3282 -1.3663 0.0000
H -2.0102 -3.0895 -0.3310 0.0000
H -3.1270 -3.0999 2.0594 0.0002
H -5.2399 -2.5490 3.2014 0.0001
H -5.4524 -0.4414 4.4642 0.0002
H -3.5378 1.1059 4.6183 0.0000
H -1.4210 0.5734 3.4800 0.0000
N 0.1917 0.9064 -1.5534 0.0082
C 0.0505 1.7760 -2.3586 0.0249
N -0.0329 2.7149 -3.1170 0.0288
C -0.3484 3.2436 -4.2455 0.0025
N -0.6399 3.7618 -5.2273 0.0133

=====

(5)
84
Properties=species:S:1:pos:R:3:lowdin_charge:R:1 method="wB97M-V/def2-TZVPD" de_lowest_ev=0.645 multiplicity=1 homo_energy_ev=-7.209 total_energy_ha=-3350.0196 e_lumo_ev=-0.9339
Ir -0.5087 -0.5276 0.1679 1.1212
C -10.9104 4.5763 7.3680 -0.0768
O -10.7414 3.2165 7.0073 -0.0746
C -9.6432 2.8867 6.2876 -0.2795
C -8.6752 3.7941 5.8677 -0.0058
C -7.5903 3.3463 5.1306 -0.0122
C -7.4490 2.0038 4.8020 -0.1581
C -8.4281 1.1054 5.2319 -0.0253
C -9.5122 1.5357 5.9652 0.0051
C -6.2866 1.5826 4.0184 -0.2576
N -5.3606 2.3867 3.5512 0.1912
C -4.4779 1.5743 2.8886 -0.1648
C -4.8759 0.2591 2.9557 -0.1232
N -6.0393 0.2758 3.6857 0.1852
C -4.1554 -0.8100 2.3489 -0.0680
C -4.4898 -2.1684 2.3727 0.0112
C -3.6680 -3.0516 1.7162 -0.0180
C -2.5334 -2.6017 1.0466 -0.0657
N -2.1899 -1.3148 1.0175 -0.0360
C -2.9923 -0.4322 1.6620 -0.1339
C -2.5531 0.9291 1.5836 -0.1206
N -1.3933 1.1416 0.8717 -0.0401
C -1.0142 2.4147 0.7582 -0.0922
C -1.6972 3.4835 1.3356 -0.0229
C -2.8374 3.2726 2.0651 0.0154
C -3.2895 1.9557 2.1858 -0.0711
H -11.8320 4.6225 7.9404 0.0934
H -11.0010 5.2113 6.4834 0.0963
H -10.0812 4.9270 7.9870 0.0963
H -8.7541 4.8442 6.1061 0.1045
H -6.8355 4.0470 4.8017 0.1143
H -8.3609 0.0494 4.9990 0.1048
H -10.2736 0.8449 6.3000 0.1224
H -6.6107 -0.5131 3.9267 0.1473
H -5.3726 -2.5149 2.8942 0.1162
H -3.8816 -4.1109 1.6986 0.1177
H -1.8875 -3.2935 0.5294 0.0878
H -0.1134 2.5866 0.2001 0.0724
H -1.2943 4.4772 1.1952 0.1107
H -3.3889 4.0751 2.5346 0.1215
Cl 3.5407 8.1581 0.0697 0.6725
C 3.2947 6.4496 -0.1164 -0.6606
C 4.3774 5.5924 0.0094 -0.0873
C 4.1759 4.2326 -0.1471 0.0045
C 2.9026 3.7379 -0.4101 -0.1093
C 1.8299 4.6131 -0.5397 -0.0049
C 2.0224 5.9771 -0.3948 -0.0925
C 2.7592 2.2687 -0.6041 -0.4046
O 3.6682 1.5250 -0.8333 0.1700
O 1.4576 1.8829 -0.5025 -0.0363
H 5.3591 5.9915 0.2206 0.1085
H 4.9998 3.5370 -0.0643 0.1272
H 0.8469 4.2334 -0.7827 0.1101
H 1.2014 6.6712 -0.5064 0.1065
O 1.0575 -3.3935 -2.2268 -0.3028
Cl -0.1723 -3.1850 -1.5339 0.6761
O -0.9955 -4.3511 -1.5480 -0.3074
O -0.8825 -2.0476 -2.0559 -0.3604
O 0.1379 -2.8215 -0.1101 -0.4546
C 3.7912 -0.8344 3.3967 -0.0923
C 2.8670 0.1908 3.2399 -0.0789
C 2.1614 0.3250 2.0575 -0.0436
C 2.3700 -0.5720 1.0097 -0.2141
C 3.2992 -1.5967 1.1737 -0.0176
C 4.0110 -1.7249 2.3571 -0.0760
C 1.6358 -0.5237 -0.2676 -0.1714
C 1.1469 0.5695 -0.9398 -0.3263
C 0.7672 0.5843 -2.3799 -0.1880
C 1.4772 -0.1750 -3.3023 -0.0215
C 1.1200 -0.1638 -4.6428 -0.0641
C 0.0610 0.6191 -5.0733 -0.0840
C -0.6420 1.3927 -4.1577 -0.0763
C -0.2928 1.3742 -2.8197 -0.0334
H 4.3314 -0.9401 4.3286 0.0986
H 2.6878 0.8876 4.0492 0.1011
H 1.4460 1.1304 1.9404 0.1005
H 3.4564 -2.3035 0.3685 0.1231
H 4.7321 -2.5245 2.4662 0.1024
H 1.6630 -1.4306 -0.8540 0.0823
H 2.3056 -0.7872 -2.9712 0.1235
H 1.6715 -0.7708 -5.3485 0.1067
H -0.2221 0.6267 -6.1178 0.1003
H -1.4782 1.9965 -4.4867 0.1014
H -0.8648 1.9503 -2.1014 0.1038